Entry 1:
Molecular formula: C10H3BBr4ClF4O6OsS5
Method: DFT, ωB97M-V/def2-TZVPD

The geometry in XYZ format:
```
35
Properties=species:S:1:pos:R:3
Os 0.184 0.536 -0.182
Br 4.817 0.510 4.987
C 4.030 0.504 3.272
C 4.823 0.542 2.112
Br 6.706 0.582 2.241
C 4.218 0.572 0.854
Br 5.176 0.634 -0.762
C 2.839 0.556 0.754
O 2.156 0.684 -0.393
C 2.074 0.451 1.891
O 0.735 0.396 1.659
C 2.639 0.468 3.149
Br 1.461 0.466 4.618
O -0.600 1.244 -2.056
Cl 0.069 2.626 -2.139
O 1.406 2.456 -2.603
O -0.711 3.489 -2.955
O 0.039 3.050 -0.731
C -3.223 -2.994 -0.221
S -4.588 -1.981 0.398
C -4.317 -0.454 -0.423
C -3.228 0.331 -0.393
S -1.889 0.035 0.708
S -3.364 1.840 -1.277
C -5.024 1.718 -1.709
S -5.865 2.891 -2.482
S -5.697 0.192 -1.266
H -3.235 -3.896 0.392
H -2.272 -2.499 -0.097
H -3.384 -3.253 -1.264
F 0.252 -1.211 -1.903
B 0.826 -2.388 -1.233
F -0.053 -3.467 -1.345
F 0.926 -1.974 0.150
F 2.078 -2.659 -1.754
```

As for the expectation value of S²: 6.019. The multiplicity is 5. The value obtained for the HOMO energy (alpha / beta) is -6.00 / -6.04 eV. As for the LUMO energy (alpha / beta): 1.79 / -0.30 eV. The value obtained for the energy above the lowest of the compared OMol25 structures with the same formula, charge and spin is 5.2 kcal per mole. The charge is -1.

Atom charges from the Löwdin analysis, given in e for atoms 1 to 2: Os 1.634; Br 0.710

=====

Entry 2:
Molecular formula: C20H23N3O
Method: DFT, ωB97M-V/def2-TZVPD

The geometry in XYZ format:
```
47
Properties=species:S:1:pos:R:3
O 1.183 1.671 0.012
N -3.044 0.780 -0.292
C 0.407 1.092 -0.776
C -1.893 0.612 -0.918
C 2.981 -2.168 1.297
C 2.198 -1.035 1.237
C 2.198 -3.232 1.324
C 0.883 -1.443 1.056
C -5.067 0.215 2.713
C -4.450 -0.814 3.319
C -4.598 0.712 1.443
C -3.205 -1.262 2.939
C -3.391 0.191 0.941
C -2.690 -0.802 1.778
N 0.893 -2.838 1.071
N -1.522 -1.397 1.410
C 0.047 -3.662 0.236
C -0.515 2.244 -4.187
C -1.002 3.530 -2.141
C 0.562 1.515 -2.205
C -1.921 1.149 -2.415
C -0.604 0.009 -0.480
C -0.388 -0.597 0.878
C -0.751 2.105 -2.769
H 4.022 -2.310 1.652
H 2.566 -0.001 1.275
H 2.594 -4.211 1.474
H -6.054 0.540 3.130
H -4.912 -1.189 4.190
H -5.039 1.609 1.004
H -2.795 -2.018 3.565
H -1.268 -2.254 1.985
H 0.605 -4.502 -0.123
H -0.866 -4.115 0.743
H -0.298 -3.002 -0.601
H 0.228 3.045 -4.185
H -1.492 2.515 -4.585
H -0.123 1.345 -4.697
H -0.903 3.460 -1.022
H -1.922 4.048 -2.435
H -0.168 4.157 -2.530
H 0.883 0.606 -2.743
H 1.359 2.239 -2.267
H -2.907 1.570 -2.663
H -1.856 0.175 -2.922
H -0.374 -0.895 -1.073
H -0.215 0.380 1.540
```

The value obtained for the HOMO energy is -7.82 eV. As for the SMILES: Cn1cccc1[C@@H]1Nc2ccccc2N=C2CC(C)(C)CC(=O)[C@H]21. As for the LUMO energy: 0.20 eV. The value obtained for the energy above the lowest of the compared OMol25 structures with the same formula, charge and spin is 110.2 kcal per mole.

Atom charges from the Löwdin analysis, given in e for atoms 1 to 2: O 0.077; N 0.147

=====

Entry 3:
Molecular formula: C8H11N2O2S
Method: DFT, ωB97M-V/def2-TZVPD

The geometry in XYZ format:
```
24
Properties=species:S:1:pos:R:3
C -3.607 0.258 0.744
C -1.235 -0.514 -1.305
C -1.119 -2.010 -0.973
C -0.760 0.165 0.046
C -0.655 -2.068 0.512
C 0.849 0.209 0.143
C 1.260 1.440 0.979
C 1.667 0.223 -1.090
N -3.348 1.150 1.532
N -0.887 -0.832 1.188
O -3.660 -0.609 0.000
O -1.621 -0.012 -2.319
S 0.815 -1.272 1.186
H -2.125 -2.343 -0.963
H -0.521 -2.639 -1.647
H -1.239 1.133 0.233
H -0.804 -2.978 1.117
H 2.073 1.234 1.667
H 0.338 1.676 1.446
H 1.583 2.136 0.221
H 2.719 -0.039 -0.893
H 1.616 1.210 -1.472
H 1.314 -0.372 -1.908
H -3.777 1.990 1.939
```

The value obtained for the HOMO energy is -13.91 eV. As for the LUMO energy: -4.82 eV. The value obtained for the energy above the lowest of the compared OMol25 structures with the same formula, charge and spin is 47.0 kcal per mole. The charge is +1.

Atom charges from the Löwdin analysis, given in e for atoms 1 to 2: C -0.406; C -0.349

=====

Entry 4:
Molecular formula: C27H58CuO3P2SSi
Method: DFT, ωB97M-V/def2-TZVPD

The geometry in XYZ format:
```
93
Properties=species:S:1:pos:R:3
P 0.540 -2.251 -4.865
P 0.449 1.752 -4.217
C 0.046 -0.705 -5.643
C 0.975 0.472 -5.448
H -1.260 -0.484 -5.031
H -0.119 -0.903 -6.720
H 2.026 0.205 -5.234
H 1.033 1.084 -6.370
C -0.060 3.095 -5.375
H -0.469 3.955 -4.821
H -0.834 2.707 -6.063
H 0.825 3.409 -5.956
C 1.857 2.387 -3.276
H 2.320 3.189 -3.878
H 2.614 1.603 -3.120
H 1.574 2.813 -2.301
C -0.311 -3.452 -5.962
H -0.345 -4.442 -5.485
H 0.234 -3.532 -6.916
H -1.334 -3.127 -6.194
C 2.271 -2.725 -4.963
H 2.940 -1.853 -4.906
H 2.439 -3.221 -5.934
H 2.513 -3.442 -4.163
Cu 1.952 0.128 0.290
C -1.215 1.211 -3.646
C -2.029 0.346 -4.573
C -3.216 -0.168 -3.753
C -3.086 -1.588 -3.105
C -1.966 -2.376 -3.608
C -0.569 -2.163 -3.377
C -0.055 -0.820 -2.584
C -0.954 0.363 -2.336
C 2.122 -1.767 0.251
H -1.778 2.121 -3.363
H -2.333 0.885 -5.470
H -4.103 -0.162 -4.414
H -3.422 0.508 -2.915
H -3.179 -1.583 -1.986
H -4.039 -2.072 -3.443
H -2.220 -3.365 -3.994
H -0.131 -3.038 -2.815
H 0.833 -0.449 -3.140
H 0.368 -1.167 -1.623
H -1.907 0.088 -1.867
H -0.485 1.017 -1.574
H 3.139 -1.946 -0.148
H 1.307 -2.119 -0.395
H 2.010 -2.079 1.317
C 1.534 3.673 4.271
C 2.133 2.369 4.765
C 3.425 2.048 4.034
C 2.393 2.465 6.266
O 1.198 1.289 4.566
Si 0.375 0.714 3.235
S 0.917 1.595 1.460
O 0.498 -0.943 3.329
C 0.704 -1.658 4.589
C 0.491 -3.138 4.284
C 2.121 -1.432 5.093
C -0.277 -1.209 5.664
O -1.171 1.059 3.743
C -2.496 0.801 3.227
C -2.604 1.291 1.791
C -2.848 -0.680 3.295
C -3.456 1.585 4.114
H 2.174 4.500 4.608
H 0.530 3.810 4.689
H 1.467 3.691 3.180
H 4.156 2.852 4.193
H 3.847 1.114 4.420
H 3.242 1.944 2.959
H 1.457 2.649 6.806
H 2.850 1.543 6.647
H 3.079 3.294 6.485
H 1.177 -3.484 3.503
H 0.676 -3.729 5.191
H -0.536 -3.331 3.953
H 2.227 -0.408 5.464
H 2.356 -2.116 5.921
H 2.847 -1.603 4.293
H -0.196 -0.138 5.880
H -1.306 -1.434 5.370
H -0.067 -1.754 6.595
H -1.925 0.738 1.132
H -3.632 1.160 1.425
H -2.350 2.354 1.733
H -2.946 -1.018 4.333
H -3.824 -0.836 2.814
H -2.109 -1.304 2.783
H -3.390 1.242 5.154
H -3.221 2.654 4.084
H -4.488 1.447 3.772
```

As for the expectation value of S²: 0.755. The multiplicity is 2. The value obtained for the HOMO energy (alpha / beta) is -6.02 / -6.02 eV. As for the LUMO energy (alpha / beta): -0.15 / -0.52 eV. The value obtained for the energy above the lowest of the compared OMol25 structures with the same formula, charge and spin is 14.8 kcal per mole.

Atom charges from the Löwdin analysis, given in e for atoms 1 to 2: P 0.911; P 0.989

=====

Entry 5:
Molecular formula: C9H12ClFO9S
Method: DFT, ωB97M-V/def2-TZVPD

The geometry in XYZ format:
```
33
Properties=species:S:1:pos:R:3
O 0.165 0.488 0.242
C -0.646 -0.356 0.205
F -1.700 -0.355 1.055
C -0.709 -1.560 -0.697
C 0.463 -1.595 -1.670
O 0.045 -0.833 -2.839
S -0.031 -1.725 -4.152
O 1.177 -1.596 -4.891
O -1.298 -1.550 -4.758
O -0.010 -3.129 -3.381
C 0.855 -2.969 -2.253
C 0.714 -4.144 -1.310
C 1.470 -5.365 -1.780
O 1.988 -5.509 -2.833
Cl 1.501 -6.641 -0.547
H -1.648 -1.505 -1.257
H -0.773 -2.439 -0.050
H 1.330 -1.067 -1.272
H 1.886 -2.897 -2.618
H -0.343 -4.407 -1.189
H 1.076 -3.865 -0.314
C 0.228 6.534 3.699
O -0.843 5.669 3.312
C -0.465 4.421 3.028
O 0.663 4.003 3.078
O -1.545 3.724 2.684
C -1.280 2.358 2.341
H -0.230 7.499 3.895
H 0.716 6.161 4.598
H 0.959 6.621 2.898
H -0.834 1.840 3.189
H -0.634 2.272 1.473
H -2.247 1.919 2.115
```

The value obtained for the HOMO energy is -10.84 eV. As for the LUMO energy: 0.08 eV.

Atom charges from the Löwdin analysis, given in e for atoms 1 to 2: O 0.196; C -0.437

=====

Entry 6:
Molecular formula: C14H18BeN2O2
Method: DFT, ωB97M-V/def2-TZVPD

The geometry in XYZ format:
```
37
Properties=species:S:1:pos:R:3
C -3.056 -0.251 1.320
C -3.450 1.367 1.239
H -2.057 -0.629 0.975
H -3.835 -0.829 0.809
H -3.084 -0.472 2.391
H -4.467 1.417 0.849
H -3.437 1.748 2.267
H -2.844 2.099 0.652
C -0.113 -2.620 0.326
C 0.790 -3.692 0.430
C 2.069 -3.535 -0.109
C 2.406 -2.314 -0.694
H -1.120 -2.693 0.744
H 0.461 -4.601 0.927
H 2.805 -4.336 -0.062
H 3.387 -2.109 -1.113
N 0.206 -1.480 -0.267
C 1.453 -1.274 -0.713
C 1.819 0.110 -1.091
N 0.824 0.977 -1.266
C 1.047 2.273 -1.212
C 3.425 1.923 -1.229
C 2.345 2.812 -1.198
H 0.164 2.915 -1.180
H 2.463 3.894 -1.175
C 3.161 0.552 -1.154
H 3.948 -0.198 -1.104
H 4.455 2.279 -1.305
Be -2.118 0.787 0.456
C -1.993 0.612 -1.225
H -1.185 -0.115 -1.345
H -1.648 1.540 -1.693
H -2.878 0.250 -1.765
O 1.221 0.557 1.764
C 0.039 0.880 1.896
O -0.757 1.308 0.953
H -0.449 0.848 2.899
```

The value obtained for the HOMO energy is -8.11 eV. As for the LUMO energy: 0.16 eV. The value obtained for the energy above the lowest of the compared OMol25 structures with the same formula, charge and spin is 87.9 kcal per mole.

Atom charges from the Löwdin analysis, given in e for atoms 1 to 2: C -0.028; C -0.020

=====

Entry 7:
Molecular formula: C19H23N5O3
Method: DFT, ωB97M-V/def2-TZVPD

The geometry in XYZ format:
```
50
Properties=species:S:1:pos:R:3
C 1.143 1.406 0.664
C 2.371 0.599 0.370
C 3.601 1.217 0.264
C 4.746 0.479 -0.019
C 4.675 -0.897 -0.202
C 3.456 -1.529 -0.099
C 2.300 -0.798 0.186
N 1.063 -1.410 0.305
C 0.709 -2.709 0.087
O 1.453 -3.600 -0.245
C -0.786 -2.936 0.375
N -1.530 -1.715 0.118
C -2.798 -1.574 0.808
H -2.742 -2.051 1.787
C -3.049 -0.069 0.994
N -2.587 0.636 -0.178
C -2.189 1.937 -0.159
N -1.635 2.401 -1.285
C -1.208 3.650 -1.323
C -1.289 4.524 -0.255
C -1.876 4.054 0.914
C -2.338 2.757 0.974
H -2.821 2.395 1.867
H -1.981 4.703 1.772
H -0.920 5.533 -0.332
H -0.773 3.954 -2.267
C -2.594 -0.127 -1.401
H -3.622 -0.447 -1.611
C -1.676 -1.358 -1.286
H -0.683 -1.139 -1.688
H -2.112 -2.174 -1.881
H -2.260 0.530 -2.202
H -4.117 0.115 1.181
H -2.481 0.278 1.862
H -3.628 -2.038 0.254
C -1.272 -4.204 -0.335
H -0.703 -5.053 0.032
H -1.111 -4.135 -1.407
H -2.328 -4.370 -0.136
H -0.843 -3.111 1.459
H 0.272 -0.809 0.521
H 3.380 -2.594 -0.240
H 5.575 -1.450 -0.421
N 6.008 1.150 -0.120
O 6.989 0.479 -0.373
O 6.027 2.353 0.054
H 3.693 2.284 0.397
H 1.404 2.454 0.789
H 0.658 1.070 1.581
H 0.428 1.336 -0.154
```

The value obtained for the HOMO energy is -8.22 eV. As for the SMILES: Cc1cc([N+](=O)[O-])ccc1NC(=O)[C@H](C)N1CCN(c2ccccn2)CC1. As for the LUMO energy: -0.20 eV. The value obtained for the energy above the lowest of the compared OMol25 structures with the same formula, charge and spin is 84.9 kcal per mole.

Atom charges from the Löwdin analysis, given in e for atoms 1 to 2: C -0.030; C -0.184

=====

Entry 8:
Molecular formula: C4H13N2S2
Method: DFT, ωB97M-V/def2-TZVPD

The geometry in XYZ format:
```
21
Properties=species:S:1:pos:R:3
S 4.243 1.937 -0.054
S 3.248 0.294 0.673
C 1.459 0.711 1.186
C 0.556 0.034 0.179
C -0.872 0.573 0.111
N -1.536 0.005 -1.049
C -2.866 -0.597 -0.836
N 0.377 -1.469 0.412
H 4.058 1.892 -1.427
H 1.462 0.293 2.188
H 1.201 1.765 1.162
H 1.000 0.013 -0.814
H -0.885 1.663 0.146
H -1.404 0.228 1.007
H -1.593 0.631 -1.826
H -2.734 -1.380 -0.097
H -3.625 0.102 -0.476
H -3.130 -1.094 -1.766
H 0.255 -1.799 1.375
H 1.194 -1.991 0.068
H -0.408 -1.812 -0.160
```

The value obtained for the HOMO energy is -12.74 eV. As for the SMILES: CNC[C@H]([NH3+])CSS. As for the LUMO energy: -3.37 eV. The value obtained for the energy above the lowest of the compared OMol25 structures with the same formula, charge and spin is 28.7 kcal per mole. The charge is +1.

Atom charges from the Löwdin analysis, given in e for atoms 1 to 2: S 0.324; S 0.399